# 1
{"formula": "C2H7N2O2", "method": "the ωB97M-V functional and the def2-TZVPD basis", "elements": ["C", "O", "H", "H", "H", "N", "C", "N", "O", "H", "H", "H", "H"], "positions_angstrom": [[2.020317, 0.290399, 1.109842], [1.006306, -0.597279, 1.633019], [2.462650, -0.085058, 0.145479], [1.608143, 1.284909, 0.932374], [2.817026, 0.369756, 1.854042], [-1.027881, 0.478919, 0.530225], [-0.865558, 0.167850, -0.779733], [-0.395752, -1.122934, -1.053410], [-1.287312, 0.852676, -1.721310], [0.095518, -0.220350, 1.275596], [-1.712299, 1.209941, 0.573416], [-0.096248, -1.243799, -2.025158], [0.110132, -1.599967, -0.367781]], "forces_ev_per_a": [[-0.70, -1.17, 0.11], [0.95, 0.65, -0.61], [-0.33, 0.23, 0.67], [-0.06, 0.06, -0.08], [0.13, 0.01, -0.06], [0.64, -1.20, -0.89], [-1.73, 0.20, 1.44], [-0.22, 0.63, -2.04], [0.19, 0.25, -1.01], [0.26, 0.23, 0.42], [0.09, 0.58, 0.07], [-0.09, 0.13, 0.82], [0.88, -0.59, 1.17]], "nbo_charge": [-0.2548, -0.8353, 0.1369, 0.1733, 0.1450, -1.0154, 0.7340, -0.8840, -0.7838, 0.4928, 0.3460, 0.3624, 0.3828], "total_charge": -1, "mol_weight_da": 91.09, "e_above_lowest_kcal_mol": 16.97}

***

# 2
{"formula": "C2H7N2O2", "method": "the ωB97M-V functional and the def2-TZVPD basis", "elements": ["N", "C", "N", "H", "H", "H", "H", "H", "H", "O", "C", "O", "H"], "positions_angstrom": [[0.610305, 1.098896, 0.971474], [-0.808704, 1.270451, 0.651784], [-1.465412, 0.002447, 0.392005], [1.207183, 1.806221, 0.567232], [0.921933, 0.215611, 0.571511], [-0.942799, 1.916739, -0.226730], [-1.315794, 1.759227, 1.490098], [-1.138971, -0.631877, 1.123219], [-0.986013, -0.376304, -0.424893], [1.261757, -0.703120, -1.873462], [0.969763, -1.751492, -1.275700], [0.930059, -1.958729, -0.042715], [0.756695, -2.648071, -1.923821]], "forces_ev_per_a": [[0.10, -0.18, 0.37], [0.15, 0.33, -0.13], [0.38, -0.08, 0.00], [-0.16, 0.16, -0.13], [0.07, -0.14, -0.07], [-0.09, -0.08, 0.02], [-0.01, 0.03, 0.03], [-0.22, 0.01, -0.07], [-0.21, -0.07, -0.01], [-0.15, 0.38, -0.27], [0.45, -0.40, 0.13], [-0.20, -0.01, 0.13], [-0.10, 0.04, 0.00]], "nbo_charge": [-0.9002, -0.0366, -0.8440, 0.3437, 0.4057, 0.1432, 0.1369, 0.3570, 0.3712, -0.7852, 0.6160, -0.8033, -0.0043], "total_charge": -1, "mol_weight_da": 91.09, "e_above_lowest_kcal_mol": 10.15}